The following is a DFT calculation (ωB97M-V with the def2-TZVPD basis set) of a 2-piece molecular cluster, C7H8Cl2SSi overall at a distorted geometry.

Element x y z (Å)
C: -2.11034 -0.89816 -0.04578
C: -0.92732 -0.25722 -0.55595
C: -1.98245 -2.21323 0.09836
C: 0.00731 -1.22590 -0.96904
C: 1.37016 1.53093 1.88482
C: 2.25582 1.33289 0.82875
C: 1.26506 -1.02748 -1.59227
Si: 3.00896 -0.25620 0.13832
S: -0.48561 -2.78515 -0.48580
Cl: 3.05712 -1.76681 1.48115
Cl: 4.41933 0.36128 -1.32955
H: -2.99359 -0.42120 0.25336
H: -0.88648 0.71041 -0.85934
H: -2.67696 -2.72464 0.78006
H: 0.89467 2.41537 2.13174
H: 1.20972 0.86804 2.72944
H: 2.27654 2.12398 0.05744
H: 1.72180 -1.98924 -1.83086
H: 1.51123 -0.20049 -2.24848

E_LUMO in eV: -0.0286
Multiplicity: 1
E in eV: -51146.1788
Highest occupied orbital energy in eV: -7.45